3 unconnected molecules or ions with the total composition C39H62N3O8. Source: the OMol25 dataset; level of theory: wB97M-V/def2-TZVPD.

Calculated values
charge = +1
2S+1 = 1
frontier orbital gap = 8.09 eV

Last column: Mulliken charge in e.
Element x y z (Å)
C -2.15256 2.67222 -0.12982  -0.197
C -2.89083 3.20171 -1.40794  -0.799
C -3.34191 2.09727 -2.40367  -0.738
C -2.15725 1.43404 -3.20536  2.771
C -2.40167 1.36787 -4.75521  -1.229
C -2.30896 -0.09160 -5.35117  -0.593
C -0.92282 -0.40251 -6.02249  -0.744
C -0.10472 -1.57637 -5.37248  -1.388
C -0.13628 -1.42019 -3.84798  0.236
N -0.81964 -2.17360 -2.97459  1.461
C -1.62582 -3.32117 -3.40918  -1.084
C -0.72103 -4.62789 -3.33916  -0.762
C -0.81251 -5.33733 -1.94077  -0.577
C 0.56377 -5.32361 -1.18452  -0.458
O 1.07833 -6.67448 -1.05577  -0.384
C 1.57110 -6.90597 0.21734  0.151
O 0.99557 -7.59586 1.00121  -0.417
C -0.57959 -1.63176 -1.69630  -0.371
C -1.19445 -2.13969 -0.37995  0.344
C -2.77447 -2.23817 -0.54727  -0.292
C -3.56413 -1.33675 0.42302  -0.136
O -4.22441 -0.43489 -0.00702  -0.464
O -3.53357 -1.58714 1.79130  -0.296
C 0.30150 -0.56408 -1.84484  0.250
C 0.89171 0.33827 -0.74081  -0.216
O 2.10367 0.88500 -1.22533  -0.241
C 2.76409 1.65304 -0.24491  -0.097
C 3.17090 0.98442 0.94431  -0.229
C 3.87987 1.65790 1.96652  0.756
C 4.31282 0.83253 3.19032  -1.424
C 4.17133 3.03283 1.77424  -1.280
C 3.76113 3.68636 0.59139  -0.866
C 3.04415 3.02559 -0.46362  0.504
C 2.69111 3.84648 -1.72105  1.032
C 1.37042 3.40760 -2.44748  -0.457
C 2.62084 5.40146 -1.47957  -1.606
N 0.55551 -0.45548 -3.21732  0.734
N 1.34086 0.44286 -3.94118  -1.264
C 2.52210 0.01706 -4.06654  0.672
O 3.50794 -0.38267 -4.52606  -0.358
H -2.62216 3.13172 0.76752  0.473
H -1.08861 3.00245 -0.09756  -0.044
H -2.21112 1.57220 0.00758  -0.245
H -3.82372 3.69571 -1.04757  0.422
H -2.30066 4.01930 -1.87894  0.361
H -4.06805 2.57188 -3.10252  0.418
H -3.87764 1.30887 -1.83774  0.111
H -2.00171 0.40169 -2.82418  -1.203
H -1.26304 2.07155 -2.99939  -0.649
H -3.46183 1.67415 -4.91476  0.488
H -1.78872 2.07591 -5.34593  0.264
H -3.06123 -0.10706 -6.17375  0.539
H -2.65277 -0.86190 -4.62736  0.260
H -1.10355 -0.68221 -7.08497  0.481
H -0.30507 0.51808 -6.04310  0.358
H -0.40434 -2.58515 -5.70013  0.525
H 0.96051 -1.43962 -5.67176  0.354
H -1.92249 -3.24334 -4.47500  0.593
H -2.56114 -3.45647 -2.84170  0.600
H -0.98947 -5.30269 -4.18043  0.509
H 0.31456 -4.28218 -3.53653  0.275
H -1.07927 -6.39524 -2.12786  0.513
H -1.58447 -4.86914 -1.30204  0.106
H 1.32951 -4.71429 -1.71243  0.180
H 0.40809 -4.95314 -0.14831  0.368
H 2.56444 -6.48275 0.52217  0.393
H -0.83713 -3.16077 -0.14729  -0.482
H -1.00683 -1.43744 0.45372  -0.020
H -3.12285 -3.29572 -0.55101  0.529
H -3.00942 -1.86161 -1.56598  0.167
H -4.38109 -2.02972 1.97608  0.307
H 0.99404 -0.26790 0.18019  0.486
H 0.13489 1.13671 -0.53955  -0.232
H 2.91993 -0.08534 1.05199  0.488
H 3.48105 0.24421 3.62673  0.060
H 5.03491 0.07281 2.80073  0.472
H 4.87214 1.42062 3.93937  0.346
H 4.73759 3.54548 2.56976  0.376
H 4.05092 4.74530 0.49359  0.435
H 3.51510 3.69073 -2.45716  0.399
H 0.91944 4.24115 -3.03131  0.664
H 1.65320 2.65564 -3.21411  -0.160
H 0.58062 3.01410 -1.77761  -0.377
H 3.57820 5.84097 -1.83437  0.323
H 2.46324 5.69419 -0.42483  0.457
H 1.81303 5.89133 -2.06359  0.340
C -1.30514 -2.45220 6.12433  -0.689
C -1.71883 -2.70827 4.68421  -0.611
C -1.29626 -1.41679 4.00388  0.344
O -0.15879 -0.92552 4.72123  -0.217
C -0.02072 -1.66093 5.94478  -0.449
H -1.16651 -3.36015 6.71009  0.382
H -2.05794 -1.83570 6.62277  0.275
H -1.14945 -3.54944 4.27824  0.303
H -2.77973 -2.92578 4.56308  0.312
H -2.08442 -0.65958 4.06312  0.298
H -1.03237 -1.56175 2.95403  -0.461
H 0.84400 -2.32546 5.84333  0.271
H 0.16719 -0.97001 6.76818  0.273
C 0.32759 2.05344 6.17922  -0.470
C 0.42176 3.56907 6.12885  -0.616
C 1.87327 3.77939 5.73122  -0.593
O 2.24776 2.65374 4.92671  -0.318
C 1.23309 1.64550 5.03063  0.082
H -0.68760 1.67146 6.07534  0.257
H 0.73556 1.68753 7.12612  0.295
H -0.23975 3.95613 5.34878  0.270
H 0.16281 4.05781 7.06777  0.369
H 2.52753 3.79928 6.60931  0.310
H 2.02439 4.69995 5.16469  0.287
H 0.68485 1.61981 4.08297  0.099
H 1.69858 0.67209 5.18821  0.016

=====

A molecular structure, C39H64CsF4N4O3PSe2. Source: the OMol25 dataset; level of theory: wB97M-V/def2-TZVPD.

Calculated values
charge = -2
2S+1 = 1
frontier orbital gap = 4.75 eV

Last column: Mulliken charge in e.
Element x y z (Å)
Cs 0.38813 1.91890 -1.24310  0.926
C -0.85316 5.18663 -3.26788  -1.030
N -1.47337 4.69706 -2.04802  0.591
C -2.79307 4.17069 -2.33173  -0.894
C -1.48680 5.73276 -1.02891  -1.098
C -2.03133 5.29674 0.32176  -0.940
N -1.19532 4.25575 0.88200  -0.312
C -1.52339 3.69301 2.01796  0.227
C -0.60417 2.74294 2.59383  0.445
F 0.53599 2.51900 1.90328  -0.437
C -0.81555 2.08790 3.77349  0.094
F 0.14894 1.25107 4.24010  -0.327
C -1.96626 2.25746 4.54371  -0.680
C -2.87118 3.17162 4.03067  0.141
F -4.02728 3.40271 4.71461  -0.487
C -2.68481 3.85620 2.85302  0.868
F -3.67529 4.72190 2.48234  -0.494
H -1.44251 6.00434 -3.72572  0.296
H -0.74022 4.38079 -3.99598  0.196
H 0.14563 5.56592 -3.04656  0.318
H -3.48737 4.96666 -2.66878  0.237
H -3.21295 3.67754 -1.45994  0.064
H -2.71921 3.42432 -3.12401  0.357
H -2.07808 6.60483 -1.37960  0.391
H -0.45501 6.06741 -0.88811  0.392
H -3.08223 5.00794 0.20881  0.361
H -2.03745 6.19654 0.95586  0.412
H -2.11903 1.74859 5.48233  0.516
O 2.67041 -2.01252 -4.80338  -0.361
C 1.90066 -1.54262 -5.90465  -1.313
C 1.12119 -0.23783 -5.66443  2.412
C 0.60018 0.21875 -7.03758  -1.260
O 1.56994 0.87990 -7.84074  -0.606
C -0.12751 -0.46670 -4.79815  -1.025
Se 0.13469 -1.19116 -2.96595  -0.774
C 2.05215 0.83055 -5.07647  -1.221
Se 1.35984 2.69649 -5.11411  -0.525
H 2.05592 -1.96876 -4.03799  -0.015
H 1.18489 -2.31832 -6.21563  0.203
H 2.59623 -1.37645 -6.73134  0.537
H -0.25470 0.88184 -6.87585  0.392
H 0.25658 -0.65627 -7.60160  0.473
H 1.71889 1.72020 -7.36202  0.287
H -0.79437 -1.15606 -5.32330  0.357
H -0.64225 0.49036 -4.70529  0.317
H 2.99181 0.80721 -5.62781  0.530
H 2.27873 0.56405 -4.04398  -0.193
N -3.48046 1.31568 -0.67195  -0.614
C -4.13379 0.86744 0.16864  0.253
N -4.84661 0.33048 1.16186  0.538
C -5.73666 -0.78707 0.86122  -0.883
C -5.93974 -1.61897 2.11872  -0.274
C -6.42111 -0.74907 3.27888  -0.957
C -5.45507 0.41054 3.51753  -0.297
C -5.26157 1.22204 2.24930  0.178
H -5.28428 -1.37730 0.06648  0.424
H -6.70518 -0.41296 0.49894  0.416
H -4.98619 -2.08469 2.38487  0.057
H -6.65464 -2.41776 1.90735  0.364
H -6.52714 -1.35086 4.18397  0.390
H -7.41421 -0.34783 3.04145  0.336
H -4.48138 0.02383 3.83325  0.148
H -5.81906 1.06895 4.30726  0.347
H -4.49145 1.97856 2.37820  -0.742
H -6.19765 1.73068 1.97956  0.430
O 2.34390 0.60468 0.33315  -1.023
P 2.34800 -0.88629 0.52111  0.358
C 3.38147 -1.24920 1.98180  0.100
C 3.86868 -2.70171 2.22697  -0.811
C 3.35554 -3.25611 3.55677  -0.487
C 3.81131 -2.39528 4.74203  -0.898
C 3.72332 -0.88327 4.43407  -1.175
C 2.79468 -0.61030 3.25290  -0.339
C 0.63612 -1.52419 0.68095  1.886
C -0.26826 -0.47357 1.36675  1.449
C -1.69637 -0.99456 1.48549  0.200
C -1.77517 -2.28371 2.33378  -1.204
C -0.39178 -2.88490 2.59503  -1.141
C 0.45243 -2.93116 1.31917  -1.110
C 3.09374 -1.68534 -0.91962  1.942
C 4.56835 -1.28295 -1.07516  -1.370
C 5.06005 -1.76255 -2.44251  -0.392
C 4.96011 -3.29981 -2.58438  -0.681
C 4.16081 -3.94155 -1.44405  -1.130
C 2.85197 -3.19543 -1.18236  -0.316
H 4.25219 -0.63990 1.71361  0.787
H 4.96358 -2.71097 2.25132  0.525
H 3.58854 -3.36345 1.40819  0.029
H 3.69851 -4.28523 3.69023  0.591
H 2.26423 -3.29650 3.53613  -0.150
H 4.84014 -2.65886 5.00537  0.389
H 3.19784 -2.63622 5.61395  0.391
H 4.71655 -0.49657 4.18363  0.419
H 3.38873 -0.33467 5.31652  0.378
H 2.65408 0.45819 3.09309  0.625
H 1.80535 -1.01872 3.47412  -0.428
H 0.31292 -1.57445 -0.36630  -0.108
H -0.26807 0.45517 0.80136  -1.871
H 0.11556 -0.20702 2.35105  -0.460
H -2.07531 -1.17943 0.47646  0.409
H -2.32036 -0.21574 1.92192  -0.486
H -2.39183 -3.02850 1.82061  0.316
H -2.26198 -2.07988 3.29241  0.286
H -0.48756 -3.89322 3.00798  0.462
H 0.11817 -2.28683 3.35620  0.234
H -0.04293 -3.58235 0.59382  0.466
H 1.40681 -3.40360 1.54393  0.511
H 2.54137 -1.14215 -1.70142  -1.123
H 5.18436 -1.71377 -0.27472  0.193
H 4.65515 -0.19792 -0.99957  0.626
H 6.08547 -1.42878 -2.61846  0.530
H 4.43841 -1.29280 -3.20816  -0.026
H 5.95921 -3.74502 -2.61122  0.449
H 4.47689 -3.53437 -3.53522  0.239
H 4.76815 -3.95587 -0.53172  0.139
H 3.94396 -4.98584 -1.68506  0.514
H 2.30671 -3.67938 -0.37214  0.230
H 2.20549 -3.27971 -2.06048  0.593